P | The following is a quantum chemistry calculation of a single C7H12 molecule, from the Open Molecules 2025 dataset.

Geometry (Å):
1 C 1.664 1.473 -0.247
2 C 0.521 0.668 -0.026
3 C 0.378 -0.622 -0.784
4 C -0.785 -1.266 -0.764
5 C -1.045 -2.374 -1.858
6 C -0.528 1.063 0.932
7 C 0.213 1.278 2.198
8 H 1.802 2.486 0.179
9 H 2.484 0.962 -0.759
10 H 1.276 -1.037 -1.101
11 H -1.595 -1.297 -0.052
12 H -1.961 -2.941 -2.080
13 H -0.957 -1.560 -2.612
14 H -0.304 -3.180 -1.982
15 H -1.239 0.284 1.270
16 H -1.085 1.895 0.504
17 H 1.009 0.516 2.223
18 H -0.534 1.415 2.969
19 H 0.687 2.237 1.991

Computed properties:
- SMILES string: C=C(/C=C/C)CC
- Charge: 0
- Gap between HOMO and LUMO: 9.142 eV



Q | The following is a quantum chemistry calculation of a single C7H12 molecule, from the Open Molecules 2025 dataset.

Geometry (Å):
1 C -0.446 -2.130 -0.810
2 C -0.334 -0.684 -1.291
3 C -0.710 0.379 -0.243
4 C -0.509 0.111 1.287
5 C 0.405 1.328 1.369
6 C 1.549 1.169 0.417
7 C 0.214 1.597 -0.111
8 H -0.260 -2.830 -1.631
9 H -1.439 -2.347 -0.400
10 H 0.288 -2.343 -0.025
11 H 0.693 -0.506 -1.633
12 H -0.972 -0.550 -2.174
13 H -1.744 0.702 -0.405
14 H -0.060 -0.844 1.583
15 H -1.444 0.240 1.840
16 H 0.438 2.037 2.190
17 H 2.309 1.945 0.458
18 H 1.940 0.176 0.191
19 H 0.081 2.551 -0.614

Computed properties:
- SMILES string: CC[C@H]1C[C@H]2C[C@@H]12
- Charge: 0
- Gap between HOMO and LUMO: 10.740 eV



R | The following is a quantum chemistry calculation of a single C7H12 molecule, from the Open Molecules 2025 dataset.

Geometry (Å):
1 C 0.812 1.490 2.447
2 C -0.129 0.847 1.747
3 C -0.109 0.289 0.321
4 C -1.193 0.630 -0.394
5 C -1.808 -0.143 -1.484
6 C 0.857 -0.807 0.059
7 C 1.447 -1.114 -1.359
8 H 1.813 1.105 2.651
9 H 0.509 2.223 3.202
10 H -1.154 1.126 2.005
11 H -1.734 1.453 0.065
12 H -2.273 0.453 -2.283
13 H -2.703 -0.680 -1.146
14 H -1.144 -0.866 -1.972
15 H 1.692 -0.682 0.757
16 H 0.384 -1.766 0.380
17 H 0.791 -1.872 -1.755
18 H 2.479 -1.418 -1.208
19 H 1.462 -0.267 -2.031

Computed properties:
- SMILES string: C=C/C(=C/C)CC
- Charge: 0
- Gap between HOMO and LUMO: 9.373 eV



In terms of stability, Q leads; the second structure lies 18.8 kcal/mol higher.